No. 1
Formula: C5H9NO
Source: OMol25
Level of theory: wB97M-V/def2-TZVPD

Geometry as XYZ:
```
16
Properties=species:S:1:pos:R:3:forces:R:3
C 1.124766 1.089922 0.793482 -0.073 0.034 -0.246
C 0.163627 0.146843 0.055106 0.142 0.082 -0.328
C 0.929233 -0.689918 -1.081292 0.237 -0.166 0.589
C -0.846962 -0.476857 1.081888 0.449 -0.085 -0.217
O -1.926809 -0.896638 0.235993 0.119 -0.176 -0.179
C -1.810509 -0.054337 -0.824542 -0.207 0.369 -0.103
N -0.817050 0.726104 -0.888950 -0.863 0.464 -0.011
H 1.816046 1.545348 0.081762 -0.068 0.080 0.076
H 1.730087 0.531222 1.526220 -0.225 0.013 -0.319
H 0.614928 1.888936 1.347379 -0.062 -0.217 -0.239
H 0.700965 -1.754780 -1.048033 0.178 -0.099 0.261
H 0.645044 -0.370382 -2.109614 -0.051 0.092 1.032
H 2.000308 -0.503029 -1.031886 0.156 -0.401 0.302
H -0.558930 -1.305061 1.730696 0.240 -0.077 -0.387
H -1.230158 0.331389 1.745764 0.352 -0.238 -0.467
H -2.534585 -0.208768 -1.613966 -0.326 0.324 0.235
```
Positions in Å, forces in eV/Å.

## Properties
* lowest unoccupied orbital energy: 0.036 Eh
* M: 99.133 g mol⁻¹
* E: -8867.293 eV
* frontier orbital gap: 10.27 eV
* SMILES string: CC1(C)COC=N1

---

No. 2
Formula: C3H6N3O2S
Source: OMol25
Level of theory: wB97M-V/def2-TZVPD

Geometry as XYZ:
```
15
Properties=species:S:1:pos:R:3:forces:R:3
C -1.233374 1.877814 -0.823970 -1.954 2.339 -1.324
C -0.041807 1.299480 -0.947455 2.279 -0.877 -1.368
C -1.460313 -0.194303 -0.038900 1.107 3.332 -1.569
N -2.105040 0.983949 -0.288362 -2.184 -2.059 0.983
N -0.199286 0.007776 -0.479857 -0.243 -1.840 1.208
N 2.359010 -0.925071 2.145351 -3.406 1.348 -0.730
O 1.814108 -1.460639 -1.445297 0.074 0.140 -0.295
O 0.079544 -2.580286 0.006154 0.368 0.783 -0.120
S 1.002870 -1.520321 -0.285702 0.395 0.435 1.576
H -1.650017 2.820377 -1.262246 0.841 -0.950 0.737
H 0.856823 1.580115 -1.569523 -1.167 -0.190 1.253
H -1.843472 -1.066184 0.390417 -0.500 -1.054 0.507
H -3.172697 1.081398 -0.216694 2.422 0.037 0.009
H 2.538159 -1.705410 2.749393 0.966 -0.997 -0.330
H 3.055493 -0.198696 2.066691 1.001 -0.446 -0.536
```
Positions in Å, forces in eV/Å.

## Properties
* lowest unoccupied orbital energy (alpha / beta): -0.288 / -0.287 Eh
* total charge: +1
* M: 148.167 g mol⁻¹
* E: -22596.375 eV
* frontier orbital gap (alpha / beta): 5.94 / 5.96 eV